Entry 1:
{"formula": "C6H7Cl2N3O2", "method": "the ωB97M-V functional and the def2-TZVPD basis", "symbols": ["N", "C", "C", "C", "Cl", "C", "C", "N", "C", "Cl", "N", "O", "O", "H", "H", "H", "H", "H", "H", "H"], "coordinates": [[1.599, -2.683, -1.267], [0.630, -2.433, -0.674], [-0.709, -2.407, -0.221], [-1.361, -1.165, -0.413], [-3.052, -1.151, 0.101], [-0.782, 0.152, -0.844], [0.148, 0.719, 0.357], [-0.554, 0.835, 1.568], [1.332, -0.249, 0.601], [1.436, -1.167, 2.016], [2.338, 0.048, -0.104], [2.309, 0.745, -1.123], [3.527, -0.675, 0.159], [-1.298, -3.240, 0.159], [-0.210, 0.038, -1.669], [-1.517, 0.999, -0.951], [0.566, 1.675, 0.114], [-1.090, 1.740, 1.820], [-1.279, 0.001, 1.590], [4.292, -0.395, -0.389]], "smiles": "N#C/C=C(/Cl)C[C@@H](N)/C(Cl)=[N+](\\[O-])O", "e_tot_ha": -1467.772748, "relative_energy_ev": 0.532, "orbital_gap_ha": 0.31871, "total_charge": 0}


Entry 2:
{"formula": "C11H25N3NiO6", "method": "the ωB97M-V functional and the def2-TZVPD basis", "symbols": ["C", "C", "C", "C", "C", "C", "N", "O", "C", "C", "C", "H", "H", "H", "H", "H", "H", "H", "H", "H", "H", "H", "H", "H", "H", "H", "H", "H", "H", "Ni", "O", "H", "C", "N", "O", "O", "H", "H", "H", "C", "N", "O", "O", "H", "H", "H"], "coordinates": [[-0.816, -3.409, 0.922], [-0.539, -2.244, 0.030], [-0.938, -0.900, 0.769], [0.037, -0.639, 1.925], [1.451, -0.347, 1.248], [2.070, -1.534, 0.424], [0.941, -2.140, -0.424], [1.447, -3.140, -1.256], [2.621, -2.526, 1.435], [3.153, -0.918, -0.570], [-1.524, -2.234, -1.200], [-0.220, -3.492, 1.831], [-0.547, -4.340, 0.423], [-1.851, -3.562, 1.227], [-1.942, -0.964, 1.188], [-0.883, -0.159, -0.028], [0.037, -1.371, 2.733], [-0.345, 0.277, 2.378], [2.191, -0.126, 2.018], [1.487, 0.547, 0.626], [3.452, -2.204, 2.064], [3.025, -3.402, 0.928], [1.810, -2.882, 2.070], [3.797, -0.141, -0.157], [2.651, -0.671, -1.505], [3.883, -1.667, -0.876], [-1.035, -1.614, -1.952], [-2.487, -1.755, -1.023], [-1.540, -3.257, -1.575], [0.304, 1.651, -3.981], [0.793, 1.778, -2.110], [-0.027, 1.687, -1.587], [-3.461, 3.343, -1.937], [-2.798, 1.963, -2.132], [-3.074, 1.074, -1.371], [-1.988, 1.957, -2.970], [-3.870, 3.629, -2.906], [-2.541, 3.884, -1.713], [-4.140, 3.223, -1.093], [0.057, 4.171, 0.664], [0.409, 3.265, 1.800], [1.547, 2.866, 1.794], [-0.374, 3.047, 2.679], [-1.012, 4.387, 0.660], [0.220, 3.780, -0.341], [0.568, 5.110, 0.871]], "e_tot_ha": -2557.070100, "orbital_gap_ha": [0.23235, 0.20563], "s_squared": 2.0112, "spin_multiplicity": 3, "total_charge": 2}


Entry 3:
{"formula": "C3H3NS3", "method": "the ωB97M-V functional and the def2-TZVPD basis", "symbols": ["N", "C", "S", "C", "S", "C", "S", "H", "H", "H"], "coordinates": [[-2.281, 1.004, 0.069], [-1.404, 0.001, 0.150], [-1.707, -1.593, -0.176], [0.071, 0.429, 0.211], [0.564, 1.999, -0.120], [1.071, -0.627, 0.537], [2.510, -0.858, -0.155], [-1.932, 1.934, -0.001], [-3.262, 0.734, -0.036], [0.854, -1.274, 1.389]], "smiles": "NC(=S)C(=S)C=S", "e_tot_ha": -1365.381991, "relative_energy_ev": 1.508, "orbital_gap_ha": 0.24883, "total_charge": 0}


Entry 4:
{"formula": "C28H25AlBrP", "method": "the ωB97M-V functional and the def2-TZVPD basis", "symbols": ["Al", "Br", "C", "C", "C", "C", "C", "C", "C", "C", "C", "C", "H", "H", "H", "H", "H", "H", "C", "P", "C", "C", "H", "H", "H", "H", "H", "H", "H", "H", "H", "C", "C", "C", "C", "C", "C", "C", "C", "C", "C", "C", "C", "C", "C", "C", "H", "H", "H", "H", "H", "H", "H", "H", "H", "H"], "coordinates": [[-0.209, 0.519, 1.475], [0.401, -1.735, 2.767], [-0.976, -2.660, 1.810], [-1.009, -4.009, 1.914], [-2.032, -4.712, 1.234], [-2.956, -4.033, 0.503], [-2.914, -2.620, 0.394], [-3.878, -1.914, -0.365], [-3.827, -0.560, -0.458], [-2.792, 0.155, 0.195], [-1.838, -0.461, 0.960], [-1.898, -1.883, 1.058], [-0.272, -4.538, 2.503], [-2.071, -5.791, 1.305], [-3.747, -4.569, -0.010], [-4.655, -2.474, -0.875], [-4.566, -0.026, -1.042], [-2.762, 1.233, 0.064], [-0.657, 0.815, 5.247], [-1.019, 1.533, 3.621], [-2.837, 1.504, 3.555], [-0.644, 3.297, 3.864], [-1.241, 1.343, 6.001], [0.405, 0.923, 5.467], [-0.910, -0.245, 5.263], [-3.251, 2.019, 4.423], [-3.191, 0.474, 3.532], [-3.180, 1.994, 2.644], [-1.312, 3.720, 4.615], [-0.757, 3.840, 2.926], [0.389, 3.409, 4.192], [1.284, 1.252, 0.747], [1.674, 1.047, -0.436], [2.090, 0.825, -1.706], [1.624, 1.742, -2.763], [1.586, 1.366, -4.114], [1.138, 2.238, -5.097], [0.698, 3.515, -4.772], [0.708, 3.900, -3.437], [1.165, 3.033, -2.453], [2.960, -0.343, -1.948], [2.927, -1.454, -1.094], [3.749, -2.554, -1.295], [4.630, -2.593, -2.367], [4.678, -1.501, -3.228], [3.865, -0.395, -3.020], [1.905, 0.369, -4.394], [1.128, 1.910, -6.131], [0.355, 4.194, -5.543], [0.366, 4.891, -3.157], [1.180, 3.354, -1.417], [2.238, -1.445, -0.256], [3.690, -3.396, -0.614], [5.268, -3.454, -2.529], [5.362, -1.506, -4.070], [3.936, 0.454, -3.692]], "e_tot_ha": -4239.719571, "relative_energy_ev": 0.460, "orbital_gap_ha": 0.18501, "total_charge": 0}


Entry 5:
{"formula": "C4H6N2O", "method": "the ωB97M-V functional and the def2-TZVPD basis", "symbols": ["H", "N", "C", "C", "N", "O", "C", "C", "H", "H", "H", "H", "H"], "coordinates": [[-0.664, 2.928, -1.672], [-0.617, 1.939, -1.903], [-0.230, 1.256, -0.916], [0.120, 1.831, 0.388], [0.398, 2.279, 1.418], [-0.137, -0.076, -0.992], [0.581, -0.773, 0.044], [-0.301, -1.827, 0.684], [1.461, -1.203, -0.439], [0.929, -0.072, 0.818], [-0.584, -2.608, -0.028], [0.259, -2.293, 1.504], [-1.214, -1.379, 1.093]], "smiles": "[H]/N=C(\\C#N)OCC", "e_tot_ha": -340.730061, "relative_energy_ev": 1.765, "orbital_gap_ha": 0.41180, "total_charge": 0}